# 1
84
Properties=species:S:1:pos:R:3:forces:R:3 method="wB97M-V/def2-TZVPD" multiplicity=4 s2=3.7809 lumo_energy_ev="-8.49 / -9.92" max_force_ha_per_bohr=0.0946 charge=+3 homo_energy_ev="-14.26 / -14.32" total_energy_ha=-5263.43539 orbital_gap_ha="0.21207 / 0.16178" de_lowest_kcal_mol=0.0
C 3.101 -3.548 3.934 0.04 0.29 0.12
C 8.594 -3.129 -0.624 4.26 -1.41 -1.89
H 2.390 3.651 1.644 -0.11 -0.04 0.02
Ge -8.437 3.298 -2.724 -0.88 -0.52 0.57
C -8.954 1.549 -2.069 0.81 0.41 -0.12
H 3.572 -4.463 4.296 -0.21 0.31 -0.16
H -7.892 5.811 -1.670 -1.29 0.83 -0.21
C -4.984 4.996 -0.233 -1.55 -0.31 -0.17
H 1.058 -2.264 -1.422 -0.24 -0.07 -0.40
C 5.789 -0.266 0.649 1.64 -0.75 -1.16
H 4.681 4.288 1.316 0.69 -0.12 0.21
C 3.498 -3.526 0.165 -0.03 -0.98 0.57
C -8.018 0.718 -1.397 0.34 1.43 -0.47
H -10.110 5.189 -2.440 -0.10 0.09 0.59
C -9.899 4.469 -3.211 0.92 0.38 -1.20
H 7.461 0.870 0.878 0.29 0.57 0.23
C 9.940 -2.630 -0.825 -1.55 -1.31 0.67
H 4.493 -7.289 0.812 0.09 0.25 -0.38
C -5.184 2.099 -2.535 -1.23 0.48 -0.35
C 3.561 -4.105 1.466 0.44 1.04 -0.06
H 1.580 -0.318 2.504 -0.09 0.44 0.27
H -6.977 1.045 -1.440 -0.30 -0.57 0.05
C -4.773 3.734 -0.824 0.20 -0.57 -0.91
C 9.396 -0.626 0.366 0.37 1.34 0.66
C 2.389 -2.719 4.777 -0.89 1.03 -0.77
C 3.811 -4.393 -0.910 -0.53 1.45 -0.58
H -2.333 1.377 -0.691 -1.21 -0.24 -0.68
Cl 0.472 -0.893 0.361 -0.25 0.63 -0.36
H -4.356 5.353 0.540 0.82 0.20 0.52
C 2.701 1.572 1.211 1.94 -0.39 0.02
H 9.765 0.359 0.708 -0.68 -0.56 -0.09
H -6.217 6.664 -0.021 -0.36 0.16 -0.11
H -11.115 1.899 -2.289 -0.04 0.57 -0.59
C -3.299 1.816 -1.044 1.26 -0.16 0.18
C -10.306 1.317 -1.904 -0.76 -0.90 1.19
C 4.472 3.229 1.294 -1.31 -2.26 -0.82
H -5.788 1.745 -3.365 0.18 -0.11 -0.04
H 3.869 -5.839 2.664 0.42 -0.17 0.01
H 11.275 -0.859 -0.306 -0.51 -1.75 -0.25
C 4.265 -6.243 0.605 0.00 -0.22 -0.85
C 3.109 2.877 1.422 1.04 0.72 -0.10
N 7.152 -0.054 0.678 -2.28 -1.06 0.29
H -3.233 3.415 0.473 0.66 -0.77 -0.55
H -3.852 0.521 -2.708 0.22 0.12 0.16
N 2.683 -1.996 2.143 0.45 -0.43 0.59
W 2.969 -1.408 0.151 -0.01 -0.67 -0.15
C 8.096 -0.996 0.379 -1.02 -1.08 -0.14
C -6.832 4.049 -2.122 1.66 -1.24 -0.05
H -9.668 5.089 -4.116 -0.19 -0.80 0.62
C 1.728 -1.581 4.249 0.51 0.20 0.06
C -3.662 2.954 -0.432 -0.57 1.97 1.61
C 3.976 -5.437 1.665 -1.19 1.17 0.80
H 4.494 -6.387 -1.569 -0.72 1.09 1.23
H 6.419 2.524 0.932 0.22 -0.48 -0.20
H 8.366 -4.120 -1.052 -0.09 0.61 0.36
C 7.686 -2.342 -0.038 0.77 4.28 1.04
C -5.603 3.260 -1.869 -0.91 1.63 0.68
N 3.605 0.620 0.937 0.30 -0.56 -0.36
H -11.797 0.064 -0.893 0.91 0.47 -0.10
C 3.158 -3.187 2.591 -0.06 -0.99 -1.21
C 5.399 2.168 0.987 -0.78 2.68 0.89
C -10.719 0.298 -1.035 -0.04 -1.21 -0.40
C 4.946 0.881 0.853 -1.96 1.03 0.60
C 4.179 -5.717 -0.699 0.91 -1.08 -1.07
H 1.025 -0.972 4.807 0.32 -0.18 0.33
C -6.098 5.720 -0.527 0.21 0.18 -0.21
Cl 3.157 -0.349 -1.995 0.06 -0.29 0.27
C -8.409 -0.318 -0.593 -0.69 -0.13 0.11
C -7.041 5.240 -1.471 1.56 -0.51 0.42
H 1.704 1.210 1.298 -0.61 0.33 -0.14
H 2.241 -2.913 5.813 0.06 -0.43 0.60
C 2.005 -1.179 2.961 -0.15 -1.49 1.10
C -9.784 -0.573 -0.450 -0.55 0.90 0.26
C 1.158 -2.385 -0.354 -0.01 -0.54 -0.87
H 10.641 -3.240 -1.385 -0.07 0.12 0.09
H -7.652 -0.843 -0.029 -0.10 -0.32 -0.03
C 10.311 -1.436 -0.224 1.91 0.97 -0.91
H 0.586 -3.261 -0.040 0.50 0.21 0.47
N 5.230 -1.413 0.302 0.49 1.06 0.57
H -10.203 -1.330 0.216 0.52 0.00 -0.24
S 6.111 -2.767 -0.075 -2.46 -1.31 0.02
H -10.743 3.825 -3.373 -0.53 0.01 -0.22
C -4.084 1.421 -2.144 0.89 -1.43 -0.35
H 3.753 -3.876 -1.911 0.21 -1.23 0.85

=====

# 2
159
Properties=species:S:1:pos:R:3:forces:R:3 method="wB97M-V/def2-TZVPD" multiplicity=1 lumo_energy_ev=-1.78 max_force_ha_per_bohr=0.0273 charge=0 homo_energy_ev=-9.06 total_energy_ha=-34805.45250 orbital_gap_ha=0.26747
Cl 1.653 -0.314 4.757 -0.02 -0.06 -0.02
Cl 1.487 3.668 -12.800 -0.01 0.01 0.05
H 7.176 -4.610 8.592 -0.01 0.03 0.00
Cl -6.087 4.042 -6.809 0.00 -0.04 -0.01
Cl 4.327 10.604 -5.420 0.17 0.04 0.04
H 4.333 13.134 -13.228 -0.01 -0.03 -0.04
Cl 2.909 12.464 -8.231 -0.31 0.06 0.35
C 1.150 -1.967 5.116 -0.26 -0.12 -0.08
Cl 0.371 8.375 -14.890 0.04 0.03 0.01
Cl 0.533 -4.614 -3.279 -0.04 -0.06 -0.06
Cl -2.404 2.040 -3.108 0.38 0.17 0.16
Cl 1.535 9.297 -5.011 -0.18 -0.21 0.31
Cl 0.952 -2.929 3.639 0.15 0.04 0.09
Cl 5.922 -9.934 12.513 -0.04 0.00 0.01
Cl -7.475 -7.580 9.198 -0.45 0.25 0.23
C 1.569 3.533 -4.125 0.33 0.21 0.18
F 1.965 2.177 -5.960 -0.04 -0.10 -0.06
H 1.065 0.567 2.162 0.21 0.04 0.07
H 1.664 3.775 -10.469 0.01 -0.01 0.00
N -4.230 -2.732 1.491 -0.53 0.70 0.14
Cl 5.741 -7.987 10.369 -0.21 -0.56 -0.03
H -5.855 -10.190 6.867 0.04 -0.02 -0.01
H 0.415 -1.947 1.021 0.29 0.09 -0.05
F -0.560 3.420 -6.145 0.05 -0.06 0.46
Cl -13.870 -8.112 11.656 -0.01 0.02 0.02
C -2.210 3.732 -1.012 -0.65 -0.33 -0.13
Cl -3.934 3.492 -0.829 0.42 0.07 0.14
Cl 2.467 -0.980 9.322 0.04 -0.04 -0.01
N -3.323 -2.031 2.261 -0.10 -0.11 -0.25
H 2.238 -0.539 1.442 -0.08 0.01 0.17
Cl -5.845 2.269 -4.523 0.00 -0.03 -0.03
Cl 1.869 1.487 -10.918 -0.01 0.05 0.03
Cl -6.873 -4.585 -0.952 -0.07 0.04 0.01
C 4.133 -2.434 -0.735 0.00 0.02 0.10
Cl -13.781 -10.135 13.737 -0.02 0.04 0.02
Cl -6.550 -3.649 8.293 -0.02 -0.02 0.02
C 0.471 5.525 -6.650 -0.74 -0.18 -0.18
C 1.783 3.478 -5.627 -0.70 -0.16 0.22
C 0.518 2.032 -0.140 0.93 -0.70 -0.44
C 3.960 -0.958 8.385 -0.14 0.14 0.05
C 0.295 4.017 -3.485 -0.79 0.00 -0.01
Cl 2.130 12.445 -13.624 -0.01 0.01 -0.05
H 0.680 12.746 -7.546 0.05 -0.01 0.02
Cl 7.112 -2.576 9.756 0.01 0.00 -0.05
C 3.726 12.310 -12.879 -0.01 -0.05 0.13
H -0.791 5.260 -0.429 0.15 -0.27 -0.03
Cl 0.858 -6.327 -0.958 0.00 -0.01 -0.03
Cl 4.508 10.801 -13.368 0.01 0.02 -0.04
Cl -8.084 -5.777 11.387 0.03 0.02 0.08
Cl 6.560 10.967 -7.237 0.01 -0.02 0.02
Cl 9.336 4.483 -4.435 -0.02 0.04 -0.01
F -0.842 5.819 -6.589 -0.01 0.19 0.01
C -4.545 -6.927 1.784 0.23 0.08 0.24
Cl -4.225 -5.191 1.924 -0.39 -1.25 -0.04
H 2.588 1.627 0.496 -0.02 0.03 -0.19
C -7.326 -2.452 9.328 0.06 0.00 -0.06
C -5.258 2.631 -6.149 0.04 0.09 0.05
C 2.509 3.111 -3.276 0.28 -0.24 0.19
F 1.104 6.203 -5.687 0.31 -0.17 0.02
Cl 8.730 -13.065 14.934 -0.03 0.02 -0.03
Cl -9.944 -7.899 10.700 0.10 -0.01 -0.04
H -7.741 -8.093 11.467 0.00 0.02 0.00
Cl 8.004 5.411 -2.028 -0.01 0.03 -0.03
Cl 2.400 -2.595 -0.991 -0.09 -0.13 -0.07
H -3.939 -7.319 0.977 -0.05 -0.04 0.01
C -0.951 -11.452 4.050 0.05 -0.06 -0.08
C 1.163 12.135 -8.299 0.05 -0.13 -0.07
Cl -3.608 -10.056 6.207 -0.03 -0.07 0.03
C -2.495 -1.518 1.418 0.53 0.11 1.17
Cl -1.111 10.484 -5.298 -0.10 -0.09 0.22
H -1.253 4.127 0.885 0.10 -0.12 -0.10
C 2.213 3.154 -1.780 0.16 0.10 0.21
C 1.379 9.406 -15.906 -0.04 -0.03 -0.01
Cl 6.449 4.803 -4.402 0.42 0.38 -0.05
Cl 7.254 -10.900 16.187 -0.03 -0.01 -0.06
S -1.183 -0.518 2.016 -0.12 0.15 -1.00
Cl -1.276 -13.141 4.443 -0.02 0.04 0.02
Cl 2.164 8.459 -17.172 0.02 0.03 0.03
Cl -4.098 -7.776 3.273 0.15 0.03 -0.34
C 6.474 -9.504 10.891 0.00 0.05 -0.04
C 6.638 -4.255 9.461 -0.01 -0.02 0.16
Cl 6.071 -13.547 15.997 -0.01 0.02 -0.04
F 0.953 7.441 -7.869 -0.13 -0.20 0.00
F 2.214 5.764 -8.295 -0.19 -0.42 -0.18
Cl -7.789 -5.828 -3.413 -0.02 0.03 0.00
H -1.532 -10.834 4.721 0.04 0.01 -0.03
Cl 3.602 12.409 -11.124 0.21 -0.03 -0.50
F 2.875 4.149 -6.047 0.10 0.18 0.11
Cl 7.064 -5.277 10.830 0.24 0.55 0.00
Cl 6.307 12.659 -4.891 0.01 -0.04 0.01
H -4.428 -3.060 -0.541 0.48 0.20 -0.47
H 1.033 -6.900 -3.221 0.02 0.01 0.00
H 0.283 2.640 0.732 -0.09 0.11 -0.07
Cl 4.443 0.696 8.013 0.03 -0.05 0.00
H 6.611 10.340 -4.982 0.00 0.01 -0.01
H 1.915 0.546 -0.764 0.30 0.06 0.09
C -3.887 -2.605 0.269 -0.09 0.23 0.74
Cl -3.512 2.879 -6.142 -0.13 0.01 -0.17
H -0.316 1.369 -0.386 -0.33 0.38 0.26
Cl -9.076 -6.476 -0.893 -0.02 0.04 -0.01
Cl -1.449 -11.087 2.398 -0.02 0.02 0.04
Cl 3.094 -5.887 -2.758 -0.01 -0.04 -0.03
Cl 0.426 10.717 -16.607 0.03 0.00 0.03
Cl 0.478 12.565 -9.866 -0.06 0.08 0.08
H -2.351 5.354 0.339 0.01 -0.06 -0.09
Cl -0.564 8.650 -3.115 -0.01 -0.04 -0.03
H -0.509 8.220 -5.415 0.01 0.01 0.01
Cl 3.887 3.562 -11.170 -0.03 0.01 0.04
C 1.343 0.053 1.241 0.01 -0.16 -0.52
O 3.064 3.453 -0.977 -0.34 -0.21 -0.40
C -0.202 9.052 -4.794 0.05 0.14 0.06
I 4.405 2.371 -3.773 -0.82 -0.14 0.36
Cl 0.755 -11.070 4.291 -0.04 0.01 0.02
O -2.774 -1.833 0.143 0.13 0.08 -0.88
C 0.600 3.971 -6.502 0.30 0.10 -0.85
C 0.790 2.825 -1.394 0.25 0.35 -0.06
Cl 0.846 10.442 -7.932 0.18 0.20 -0.48
H -8.970 -4.405 -1.976 0.01 -0.01 0.00
H 4.643 -2.850 -1.594 0.00 0.01 0.01
C 7.988 5.423 -3.791 0.00 -0.03 -0.01
O -0.392 4.912 -3.921 0.40 -0.42 -0.05
Cl -7.873 -1.065 8.382 -0.02 -0.02 0.03
C 6.028 11.048 -5.556 -0.07 0.07 -0.08
H 4.741 -1.418 8.975 -0.01 -0.03 -0.03
F 0.140 5.823 -9.018 0.21 -0.51 0.01
Cl -11.736 -8.077 13.621 -0.11 0.01 0.13
H 6.703 -12.110 14.260 0.02 0.00 0.01
Cl 4.908 -4.362 9.121 0.05 -0.05 0.03
C -13.435 -8.453 13.333 0.07 -0.07 -0.05
Cl -6.244 -7.226 1.398 0.08 -0.02 0.01
C -5.097 -9.420 6.922 -0.02 0.17 0.05
C 0.960 6.097 -8.015 0.28 1.34 0.34
H -5.477 1.783 -6.784 -0.01 0.01 0.01
H -8.192 -2.913 9.784 0.01 0.00 0.00
C 2.161 3.199 -11.239 0.03 -0.03 -0.05
H 2.149 9.845 -15.284 -0.02 0.01 0.00
Cl 4.646 -3.325 0.699 -0.03 0.00 -0.05
C -8.245 -7.427 10.778 -0.15 0.07 -0.24
C -0.139 3.285 -2.239 0.18 -0.42 -0.05
C -8.270 -5.217 -1.828 0.09 -0.07 -0.01
H 6.165 -10.285 10.209 0.01 -0.01 0.02
Cl 4.551 -0.729 -0.598 0.22 0.08 -0.04
C -1.591 4.651 -0.009 -0.40 0.56 0.10
H 1.930 -2.427 5.712 -0.35 0.05 -0.22
F 0.839 3.505 -7.760 0.20 0.01 -0.06
H 8.100 6.446 -4.124 0.01 -0.01 0.01
C -1.586 3.100 -2.005 0.13 0.45 0.13
Cl -6.234 -1.936 10.617 -0.04 -0.03 0.02
C 7.133 -12.371 15.219 0.05 -0.03 0.09
C 0.193 -0.896 0.850 -0.52 -0.13 0.47
H -0.138 -0.800 -0.187 0.02 0.20 0.07
Cl -5.659 -8.021 6.014 -0.18 -0.08 0.32
H -14.036 -7.821 13.974 0.00 -0.01 -0.02
Cl -4.851 -9.007 8.618 0.53 -0.33 -0.19
Cl 8.235 -9.392 10.843 -0.02 -0.03 -0.01
C 1.338 -6.045 -2.632 0.03 0.12 0.12
Cl -0.339 -1.971 6.057 0.05 -0.01 0.00
Cl 3.769 -1.898 6.899 0.54 0.02 0.25
C 1.702 1.086 0.166 -0.75 -0.22 0.25